(1)
{"formula": "CHI3O", "method": "wB97M-V/def2-TZVPD", "de_lowest_kj_mol": 184.67, "symbols": ["C", "O", "I", "I", "I", "H"], "positions_angstrom": [[0.435474, 0.034180, 0.090253], [-0.386492, 0.359987, -0.969455], [-0.284940, -1.667813, 1.304253], [2.238144, -0.385879, -0.868687], [-2.409792, 0.691386, -0.445278], [0.407606, 0.968140, 0.888915]], "forces_ev_per_a": [[-1.50, 2.44, 2.11], [-1.74, -0.22, 0.44], [0.36, 0.24, -0.27], [0.58, 0.06, 0.09], [1.59, -0.03, -0.50], [0.71, -2.50, -1.88]], "mulliken_charge": [-0.417, -0.439, 0.072, 0.129, 0.258, 0.397]}

(2)
{"formula": "CHINO2P", "method": "wB97M-V/def2-TZVPD", "de_lowest_kj_mol": 406.24, "symbols": ["C", "N", "O", "O", "P", "I", "H"], "positions_angstrom": [[0.972962, -0.478762, 0.403975], [0.365018, -1.121707, -1.060929], [-0.923232, -0.690243, -0.987869], [-1.648955, 0.212031, 1.422482], [-0.662230, 0.246880, 0.329483], [-0.130660, 2.463581, -0.289688], [2.027097, -0.631780, 0.182546]], "forces_ev_per_a": [[-2.55, -3.21, -6.50], [2.84, 1.49, 4.63], [-0.91, 0.59, 0.16], [0.81, -0.24, -1.06], [-0.12, 0.19, 2.05], [-0.09, 0.43, -0.44], [0.02, 0.73, 1.16]], "mulliken_charge": [-0.294, -0.096, -0.157, -0.568, 0.626, 0.077, 0.413]}